[1]
# C35H61N5O6

A cluster of 4 separate species, C35H61N5O6 in total at a distorted geometry (wB97M-V/def2-TZVPD, the Open Molecules 2025 dataset).

```
! wB97M-V def2-TZVPD RIJCOSX def2/J DEFGRID3
* xyz 0 1
C 4.566 3.281 -2.453
C 5.532 2.452 -1.384
C 5.352 0.818 -1.120
C 4.207 -0.002 -1.959
C 3.931 -1.629 -1.728
C 5.220 -2.435 -1.115
C 6.269 -3.024 -2.230
C 6.057 -2.452 -3.753
C 4.998 -3.197 -4.739
N 4.683 -2.833 -6.164
C 5.554 -1.675 -6.561
C 5.406 -1.139 -8.133
C 6.280 0.083 -8.790
C 7.356 0.875 -7.840
C 7.504 0.365 -6.257
C 6.624 -0.893 -5.619
N 6.885 -1.278 -4.191
C 3.229 0.783 -3.063
C 3.419 2.416 -3.307
H 4.708 4.457 -2.589
H 6.385 3.032 -0.786
H 6.074 0.348 -0.328
H 3.084 -1.673 -0.888
H 3.440 -2.144 -2.678
H 4.776 -3.385 -0.544
H 5.774 -1.810 -0.262
H 6.320 -4.191 -2.300
H 7.354 -2.663 -1.890
H 4.401 -4.124 -4.282
H 4.628 -1.700 -8.838
H 6.151 0.403 -9.931
H 8.020 1.760 -8.286
H 8.310 0.940 -5.613
H 2.418 0.143 -3.614
H 2.746 3.000 -4.089
C 4.418 0.725 2.275
O 3.824 1.853 1.640
C 2.631 1.534 0.913
C 1.389 2.088 1.629
N 1.114 1.357 2.872
C 0.134 2.019 3.743
C 0.475 3.428 4.272
O 1.556 3.459 5.206
C 2.847 3.457 4.613
H 5.413 1.017 2.619
H 3.836 0.416 3.146
H 4.524 -0.112 1.580
H 2.540 0.459 0.717
H 2.721 2.036 -0.056
H 0.522 2.005 0.965
H 1.570 3.150 1.823
H 1.982 1.260 3.392
H 0.003 1.360 4.609
H -0.826 2.055 3.221
H -0.402 3.779 4.827
H 0.631 4.158 3.470
H 2.872 3.996 3.662
H 3.197 2.434 4.488
H 3.540 3.950 5.305
C -5.524 5.262 0.639
O -6.189 4.022 0.859
C -6.514 3.327 -0.351
C -5.625 2.085 -0.525
N -4.238 2.457 -0.828
C -3.288 1.342 -0.711
C -3.141 0.662 0.666
O -2.536 1.484 1.666
C -3.427 2.391 2.300
H -5.506 5.808 1.584
H -4.491 5.100 0.322
H -6.051 5.868 -0.102
H -6.473 3.982 -1.229
H -7.552 2.993 -0.241
H -6.018 1.471 -1.341
H -5.689 1.504 0.401
H -3.946 3.187 -0.183
H -2.309 1.747 -0.990
H -3.545 0.587 -1.458
H -2.459 -0.185 0.530
H -4.080 0.230 1.030
H -4.437 1.986 2.400
H -3.440 3.336 1.761
H -3.041 2.601 3.304
C -6.744 -5.213 4.537
O -5.375 -5.333 4.166
C -5.165 -6.176 3.027
C -4.761 -5.346 1.797
N -5.886 -4.545 1.298
C -5.493 -3.516 0.325
C -4.505 -2.426 0.788
O -5.040 -1.522 1.757
C -5.006 -2.004 3.093
H -6.787 -4.736 5.519
H -7.286 -4.581 3.830
H -7.224 -6.193 4.607
H -6.032 -6.814 2.818
H -4.329 -6.836 3.284
H -4.420 -6.018 1.003
H -3.920 -4.712 2.093
H -6.329 -4.078 2.085
H -6.419 -3.019 0.017
H -5.088 -4.014 -0.561
H -4.276 -1.812 -0.091
H -3.545 -2.834 1.122
H -4.135 -2.634 3.290
H -5.928 -2.537 3.318
H -4.964 -1.141 3.766
*
```

Values from the calculation:
Kohn-Sham gap = 7.09 eV
Energy = -56995.315 eV
Maximum force = 7.43 eV/Å
LUMO = -1.1 eV
HOMO energy = -0.3011 Eh

---

[2]
# CCl4NOP

A cluster of 2 separate species, CCl4NOP in total at a distorted geometry (wB97M-V/def2-TZVPD, the Open Molecules 2025 dataset).

```
! wB97M-V def2-TZVPD RIJCOSX def2/J DEFGRID3
* xyz 0 1
C 1.414 0.674 1.254
N 1.520 -0.299 0.712
O -1.944 -1.221 -2.285
P -1.061 -0.822 -1.202
Cl 1.407 2.054 2.091
Cl -0.399 -2.429 -0.145
Cl 0.427 0.361 -2.035
Cl -1.974 0.311 0.216
*
```

Values from the calculation:
Kohn-Sham gap = 10.60 eV
Energy = -63954.579 eV
Maximum force = 4.11 eV/Å
LUMO = -0.7 eV
HOMO energy = -0.4143 Eh
Relative energy (zero: lowest compared OMol25 entry of this formula, charge and spin) = 12.36 kcal per mole

---

[3]
# C5H14N2O

A structure of composition C5H14N2O at a distorted geometry (wB97M-V/def2-TZVPD, the Open Molecules 2025 dataset).

```
! wB97M-V def2-TZVPD RIJCOSX def2/J DEFGRID3
* xyz 0 1
C -0.010 -0.623 0.207
C -1.935 -0.203 0.286
C 0.368 0.740 0.072
C 2.199 0.721 0.587
C 3.064 0.235 -0.554
N -2.553 1.035 -0.089
N -2.478 -1.309 -0.472
O 0.295 -1.375 1.313
H -0.182 -2.218 1.261
H 0.094 -1.197 -0.716
H -2.110 -0.375 1.349
H -3.541 1.068 0.152
H -2.307 -1.162 -1.464
H -3.490 -1.388 -0.369
H -2.448 1.230 -1.079
H -0.049 1.507 0.717
H 0.461 1.051 -0.966
H 2.375 1.774 0.816
H 2.364 0.174 1.517
H 2.889 0.822 -1.461
H 4.135 0.307 -0.324
H 2.858 -0.816 -0.784
*
```

Values from the calculation:
Kohn-Sham gap = 8.91 eV
Energy = -10436.784 eV
Maximum force = 6.97 eV/Å
LUMO = 0.9 eV
HOMO energy = -0.2942 Eh
Relative energy (zero: lowest compared OMol25 entry of this formula, charge and spin) = 97.87 kcal per mole

---

[4]
# C63H67IN4OS

A structure of composition C63H67IN4OS at a distorted geometry (wB97M-V/def2-TZVPD, the Open Molecules 2025 dataset).

```
! wB97M-V def2-TZVPD RIJCOSX def2/J DEFGRID3
* xyz 0 1
C 1.074 1.973 3.552
C 1.313 1.194 2.387
C 0.612 1.578 0.994
C -0.528 2.620 1.206
C -1.894 2.297 1.541
N -2.248 0.912 1.679
C -3.004 3.321 1.791
N -4.372 2.937 2.178
C -5.044 2.056 1.180
C -4.447 2.399 3.555
C -5.852 2.531 4.320
O -3.519 1.856 4.104
C -2.689 4.788 1.681
C -3.741 5.922 1.939
C -4.387 6.570 0.630
C -5.041 5.523 -0.382
I -3.069 7.853 -0.540
C -1.248 5.093 1.333
N -0.653 6.334 1.204
S 0.946 6.136 0.798
N 1.106 4.467 0.767
C -0.164 4.065 1.089
H 1.837 2.705 3.929
H 0.123 1.896 4.145
H 1.999 0.306 2.497
H 1.402 1.932 0.271
H 0.167 0.607 0.611
H -2.958 0.617 1.009
H -1.435 0.300 1.680
H -5.030 0.971 1.464
H -6.085 2.447 1.004
H -4.491 2.191 0.207
H -6.552 1.769 3.879
H -6.210 3.567 4.080
H -5.626 2.356 5.399
H -3.305 6.686 2.640
H -4.590 5.435 2.507
H -5.225 7.234 0.993
H -4.772 4.461 -0.146
H -4.730 5.829 -1.422
H -6.163 5.656 -0.360
C 1.688 -4.996 1.832
C 1.921 -4.823 0.472
C 1.568 -3.631 -0.148
C 0.991 -2.607 0.593
C 0.762 -2.778 1.953
C 1.106 -3.974 2.572
H 1.961 -5.927 2.315
H 2.378 -5.620 -0.105
H 1.744 -3.499 -1.210
H 0.721 -1.675 0.110
H 0.313 -1.978 2.532
H 0.922 -4.109 3.632
C -9.245 4.905 2.729
C -10.268 5.540 3.425
C -10.112 6.855 3.845
C -8.938 7.540 3.558
C -7.922 6.903 2.858
C -8.067 5.587 2.446
H -9.366 3.877 2.406
H -11.187 5.007 3.642
H -10.907 7.348 4.393
H -8.816 8.568 3.878
H -7.004 7.434 2.629
H -7.265 5.096 1.905
C -5.793 3.689 -5.291
C -5.030 4.554 -4.515
C -5.277 5.921 -4.549
C -6.293 6.423 -5.353
C -7.059 5.558 -6.127
C -6.806 4.192 -6.099
H -5.598 2.623 -5.266
H -4.241 4.161 -3.882
H -4.677 6.596 -3.949
H -6.489 7.489 -5.377
H -7.852 5.950 -6.752
H -7.399 3.518 -6.706
C 2.282 10.551 -0.160
C 1.212 9.663 -0.160
C 0.272 9.707 -1.182
C 0.406 10.633 -2.209
C 1.477 11.518 -2.212
C 2.413 11.480 -1.185
H 3.013 10.518 0.639
H 1.111 8.937 0.638
H -0.566 9.018 -1.178
H -0.325 10.664 -3.009
H 1.582 12.239 -3.014
H 3.245 12.174 -1.184
C 5.323 -8.226 -1.831
C 4.400 -7.231 -2.128
C 3.186 -7.563 -2.716
C 2.891 -8.891 -2.999
C 3.814 -9.887 -2.699
C 5.032 -9.554 -2.118
H 6.272 -7.966 -1.375
H 4.629 -6.196 -1.900
H 2.468 -6.786 -2.953
H 1.942 -9.151 -3.454
H 3.583 -10.923 -2.918
H 5.753 -10.330 -1.888
C 8.273 -6.415 2.976
C 7.349 -5.422 2.675
C 6.136 -5.755 2.086
C 5.842 -7.084 1.805
C 6.764 -8.079 2.109
C 7.982 -7.744 2.690
H 9.221 -6.155 3.433
H 7.576 -4.386 2.900
H 5.418 -4.979 1.846
H 4.893 -7.345 1.350
H 6.534 -9.116 1.891
H 8.703 -8.519 2.922
C 5.132 0.663 -2.181
C 5.166 -0.726 -2.227
C 4.772 -1.468 -1.120
C 4.334 -0.821 0.030
C 4.296 0.567 0.075
C 4.699 1.310 -1.029
H 5.443 1.242 -3.043
H 5.501 -1.230 -3.126
H 4.804 -2.551 -1.153
H 4.022 -1.399 0.892
H 3.952 1.071 0.971
H 4.674 2.393 -0.992
C 6.523 -14.362 -1.665
C 5.430 -15.221 -1.673
C 4.499 -15.152 -2.703
C 4.666 -14.231 -3.730
C 5.761 -13.375 -3.724
C 6.687 -13.437 -2.690
H 7.247 -14.414 -0.861
H 5.303 -15.944 -0.875
H 3.643 -15.817 -2.705
H 3.942 -14.180 -4.535
H 5.892 -12.657 -4.526
H 7.538 -12.766 -2.683
*
```

Values from the calculation:
Kohn-Sham gap = 6.77 eV
Energy = -93355.162 eV
Maximum force = 3.82 eV/Å
LUMO = -0.7 eV
HOMO energy = -0.2745 Eh
Relative energy (zero: lowest compared OMol25 entry of this formula, charge and spin) = 0.00 kcal per mole

---

The lowest energy belongs to which entry? C63H67IN4OS